Entry from the Open Molecules 2025 dataset: 2 unconnected molecules or ions with the total composition C3H12N6 (ωB97M-V/def2-TZVPD).

Positions of all 21 atoms, in Å:
C: 1.180 1.837 -1.737
C: -2.012 -2.676 -1.017
C: 1.308 1.723 2.578
N: 0.207 0.776 -1.694
N: 0.595 -0.270 -0.879
N: -0.283 0.083 2.295
N: -1.272 -1.456 -1.077
N: 0.790 0.685 1.974
N: -0.072 -1.330 -0.530
H: 1.197 2.197 -2.767
H: 2.118 1.556 -1.154
H: 0.884 2.630 -1.145
H: -1.636 -3.321 -1.822
H: -1.801 -3.071 -0.070
H: -3.007 -2.448 -1.046
H: 0.844 2.219 3.434
H: 1.536 -0.128 -0.492
H: 2.038 2.263 1.868
H: -0.425 -0.801 1.779
H: -0.732 0.277 3.255
H: -1.457 -0.745 -1.752

## Properties
Gap between HOMO and LUMO (spin up / spin down)   7.94 / 7.94 eV
Calculated total energy   -449.8210 Eh
ΔE to the lowest compared entry with this formula, charge and spin   445.7 kJ/mol